Model 1:
DFT (ωB97M-V/def2-TZVPD) results for the molecule C3H5ClOS.

The SMILES is C[C@H](Cl)C(=O)S. The molar mass is 124.592 g mol⁻¹. As for the frontier orbital gap: 10.655 eV. The calculation puts the LUMO energy at 0.0242 hartree.

```
! RIJCOSX wB97M-V def2-TZVPD def2/J DEFGRID3
* xyz 0 1
O -1.30325 0.66632 -1.28389
H 0.28368 -1.50142 -0.89115
Cl 2.06104 -0.47264 0.25541
C -0.15817 0.63655 -0.87971
H -0.24912 0.09420 1.77996
H 0.10605 2.60138 -1.75285
H -1.46444 -0.84389 0.89888
S 0.92222 2.00682 -0.84579
C 0.36329 -0.63696 -0.17853
H -0.16101 -1.72880 1.73854
C -0.40030 -0.82155 1.15913
*
```



Model 2:
DFT (ωB97M-V/def2-TZVPD) results for the molecule C3H5ClOS.

The SMILES is CSC(=O)CCl. The molar mass is 124.592 g mol⁻¹. As for the frontier orbital gap: 10.206 eV. The calculation puts the LUMO energy at 0.0257 hartree.

```
! RIJCOSX wB97M-V def2-TZVPD def2/J DEFGRID3
* xyz 0 1
H 2.54363 0.22729 0.74793
S -0.71844 -0.44348 0.87026
Cl 1.15576 1.63192 1.99910
O 0.58681 -0.11064 -1.36379
C 1.72399 0.89536 0.48559
H -1.95376 -0.10767 -1.07194
H -2.86762 -1.19017 0.03835
C -1.86847 -0.98762 -0.43014
C 0.56452 0.14495 -0.18022
H -1.31120 -1.75616 -0.96711
H 2.14479 1.69623 -0.12804
*
```



Name the least stable of them. model 2.



Model 1:
DFT (ωB97M-V/def2-TZVPD) results for a cluster of 2 separate species, C3H5O2S2 in total.

The molar mass is 137.205 g mol⁻¹. As for the frontier orbital gap (spin up / spin down): 5.260 / 6.786 eV. The calculation puts the LUMO energy (spin up / spin down) at 0.0848 / 0.1082 hartree.

```
! RIJCOSX wB97M-V def2-TZVPD def2/J DEFGRID3
* xyz -1 1
C 1.48582 -1.73605 -0.55986
H 1.82540 -2.73690 -0.66240
H 2.09625 -0.83578 -0.66454
S -0.13473 1.07626 -1.48595
C -1.25332 1.36888 1.05254
S 0.55834 -1.73612 1.00561
O -2.13678 1.05384 1.89736
O -0.42339 2.36743 1.03653
H 0.09021 2.31290 0.13830
C -1.10650 0.62640 -0.21614
H 0.66711 -1.46590 -1.29382
H -1.66840 -0.29496 -0.24763
*
```



Model 2:
DFT (ωB97M-V/def2-TZVPD) results for the ion C3H5O2S2 with charge -1.

The SMILES is C=CCS(=O)(=O)[S-]. The molar mass is 137.205 g mol⁻¹. As for the frontier orbital gap: 7.711 eV. The calculation puts the LUMO energy at 0.1332 hartree.

```
! RIJCOSX wB97M-V def2-TZVPD def2/J DEFGRID3
* xyz -1 1
C -0.08179 -1.89322 1.51671
O -0.24882 2.87370 -0.50414
H 0.17396 -2.91072 1.51805
C 0.05641 0.23302 0.19986
C 0.28541 -1.18503 0.40188
H 0.77104 -1.69159 -0.42977
H -0.82907 0.48764 0.76533
O 1.18127 1.74709 -2.27857
H 0.83733 0.89626 0.49470
H -0.55349 -1.37636 2.28993
S -1.52364 1.06503 -2.51611
S -0.06862 1.75418 -1.45786
*
```



Name the least stable of them. model 2.